No. 1
ORCA calculation (wB97M-V/def2-TZVPD) on a cluster of 2 separate species, C2H6INOS in total at a distorted geometry.

As for the relative energy (zero: lowest compared OMol25 entry of this formula, charge and spin): 332.7 kJ/mol. The spin multiplicity is 1. Its HOMO-LUMO gap (spin up / spin down) is 7.41 / 7.41 eV. The HOMO energy (spin up / spin down) is -8.98 / -8.98 eV.

Each line ends with the Mulliken charge.
Atoms and positions in Å:
C 0.798 -1.058 0.435  -1.363
C 0.848 0.036 -0.669  -0.153
N -0.143 1.002 -0.268  -0.013
O 0.394 2.179 -0.288  -0.064
S -0.318 3.482 0.194  -0.140
I -3.815 -1.106 -0.071  -0.104
H -0.050 -1.627 0.496  0.342
H 1.445 -1.807 0.298  0.479
H 1.137 -0.626 1.337  0.380
H 1.952 0.304 -0.674  0.310
H 0.506 -0.446 -1.655  0.230
H -2.752 -0.334 0.866  0.095

---

No. 2
ORCA calculation (wB97M-V/def2-TZVPD) on a cluster of 2 separate species, C2H6IO in total.

Its net charge is -1. As for the relative energy (zero: lowest compared OMol25 entry of this formula, charge and spin): 2.3 kJ/mol. The spin multiplicity is 1. Its HOMO-LUMO gap is 7.64 eV. The HOMO energy is -3.70 eV.

Each line ends with the Mulliken charge.
Atoms and positions in Å:
I -2.578 -1.650 1.981  -0.857
C 1.082 -0.315 -0.328  -0.838
C -0.099 0.621 -0.509  -0.255
O -0.678 1.004 0.727  -0.453
H 1.574 -0.497 -1.288  0.298
H 0.784 -1.232 0.179  0.247
H 1.847 0.122 0.325  0.239
H -0.895 0.151 -1.098  0.261
H 0.225 1.531 -1.020  0.251
H -1.261 0.265 1.030  0.107

---

No. 3
ORCA calculation (wB97M-V/def2-TZVPD) on the ion C2H6IOS with charge +1 at a distorted geometry.

Its net charge is +1. As for the relative energy (zero: lowest compared OMol25 entry of this formula, charge and spin): 61.1 kJ/mol. The spin multiplicity is 3. Its HOMO-LUMO gap (spin up / spin down) is 7.26 / 6.45 eV. The HOMO energy (spin up / spin down) is -11.41 / -14.64 eV.

Each line ends with the Mulliken charge.
Atoms and positions in Å:
C 0.618 -0.032 -1.501  -0.874
C -0.668 -0.131 1.306  -0.284
O -1.626 -0.910 0.797  -0.410
S 0.481 1.078 -0.144  -0.066
I 2.564 1.224 0.949  0.360
H 1.234 0.433 -2.283  0.383
H -0.275 -0.036 -1.983  0.409
H 1.269 -1.003 -1.392  0.351
H 0.063 -0.846 1.599  0.411
H -2.489 -0.458 0.772  0.367
H -1.172 0.681 1.881  0.353

---

- The highest relative energy (zero: lowest compared OMol25 entry of this formula, charge and spin) belongs to which entry?
  C2H6INOS

---

- Which value of relative energy (zero: lowest compared OMol25 entry of this formula, charge and spin) does entry 2 give?
  2.3 kJ/mol

---

- Number 3 is which compound?
  C2H6IOS

---

- Which formula does entry 3 have?
  C2H6IOS